A) {
  "formula": "C5H13NO",
  "method": "ωB97M-V with the def2-TZVPD basis set",
  "species": ["C", "C", "C", "N", "O", "H", "H", "H", "H", "H", "H", "H", "C", "C", "H", "H", "H", "H", "H", "H"],
  "xyz": [[0.33777, 1.18604, -1.94689], [0.43048, 1.67918, -0.51308], [-0.94908, 2.10270, -0.01361], [-0.95401, 2.69692, 1.22786], [-1.97355, 1.97351, -0.64384], [-0.29125, 0.30933, -2.07999], [1.31054, 0.88916, -2.31986], [-0.10609, 1.91503, -2.62298], [0.74006, 0.86881, 0.15223], [1.07283, 2.56055, -0.47510], [-1.87062, 2.91341, 1.57178], [-0.19834, 2.52831, 1.86571], [-0.27262, -3.06580, 0.39165], [0.88498, -2.36477, 1.11549], [0.05417, -3.58991, -0.50906], [-0.70716, -3.83905, 0.97508], [-1.01379, -2.34689, 0.04395], [0.60289, -1.38690, 1.50305], [1.60587, -2.07632, 0.35170], [1.29691, -2.95329, 1.92592]],
  "lowdin_charge": [-0.110, -0.167, -0.554, 0.143, 0.058, 0.072, 0.067, 0.079, 0.102, 0.117, 0.100, 0.093, -0.162, -0.163, 0.061, 0.044, 0.061, 0.044, 0.057, 0.059],
  "total_charge": 0,
  "lumo_energy_ev": 0.82,
  "smiles": "CCC(N)=O.CC",
  "mol_weight_g_mol": 103.16
}

B) {
  "formula": "C5H13NO",
  "method": "ωB97M-V with the def2-TZVPD basis set",
  "species": ["C", "N", "C", "C", "H", "H", "H", "H", "H", "H", "H", "C", "C", "O", "H", "H", "H", "H", "H", "H"],
  "xyz": [[0.57321, -0.82165, 1.32248], [-0.57037, -1.28039, 0.90193], [-0.42088, -2.25292, -0.18772], [0.17471, -1.65098, -1.47098], [0.54632, -0.29123, 2.27242], [1.55321, -1.13244, 0.94922], [-1.33450, -2.82481, -0.40313], [0.35012, -2.95296, 0.16535], [-0.44113, -0.79695, -1.75305], [1.17693, -1.25354, -1.28227], [0.23102, -2.38153, -2.29585], [0.90801, 2.61797, -0.47073], [-0.20394, 2.06508, 0.42546], [-0.79658, 0.96829, -0.20829], [1.46221, 3.45075, -0.02900], [0.48165, 2.95699, -1.42156], [1.57474, 1.78152, -0.70341], [0.25789, 1.81961, 1.40475], [-0.93066, 2.87561, 0.60903], [-0.59605, -0.01239, 0.31985]],
  "lowdin_charge": [-0.016, -0.033, -0.258, -0.093, 0.095, 0.106, 0.114, 0.104, 0.065, 0.065, 0.082, -0.099, -0.374, -0.193, 0.066, 0.071, 0.063, 0.093, 0.106, 0.035],
  "total_charge": 0,
  "lumo_energy_ev": 0.02,
  "smiles": "C=NCC.CCO",
  "mol_weight_g_mol": 103.16
}

C) {
  "formula": "C5H13NO",
  "method": "ωB97M-V with the def2-TZVPD basis set",
  "species": ["C", "C", "C", "C", "N", "C", "O", "H", "H", "H", "H", "H", "H", "H", "H", "H", "H", "H", "H", "H"],
  "xyz": [[2.42056, -0.47391, -0.80802], [1.18219, -0.48448, 0.10064], [1.23598, 0.56065, 1.17872], [-0.02871, -0.26073, -0.81930], [-1.28704, -0.32422, -0.08039], [-2.38996, 0.50128, 0.12578], [-3.58295, -0.23352, -0.20378], [3.30467, -0.23401, -0.20765], [2.51163, -1.46175, -1.25044], [2.38699, 0.33626, -1.53351], [0.99868, -1.47217, 0.52391], [1.28523, 1.57609, 0.76391], [0.37923, 0.63399, 1.84616], [2.17470, 0.51765, 1.73710], [-0.00175, -1.10846, -1.50548], [-0.11804, 0.68334, -1.35657], [-1.31063, -1.13707, 0.52057], [-2.52877, 0.82975, 1.16777], [-2.31673, 1.40420, -0.49352], [-4.31529, 0.14709, 0.29411]],
  "lowdin_charge": [-0.074, -0.430, -0.091, -0.200, -0.059, -0.325, -0.071, 0.073, 0.076, 0.079, 0.130, 0.085, 0.070, 0.074, 0.112, 0.127, 0.122, 0.111, 0.120, 0.070],
  "total_charge": 0,
  "lumo_energy_ev": 1.06,
  "smiles": "CC(C)CNCO",
  "mol_weight_g_mol": 103.16
}

D) {
  "formula": "C5H13NO",
  "method": "ωB97M-V with the def2-TZVPD basis set",
  "species": ["C", "C", "C", "C", "N", "C", "H", "H", "H", "H", "H", "H", "H", "H", "H", "H", "H", "O", "H", "H"],
  "xyz": [[0.08110, -1.45591, 2.71344], [-0.04659, -1.37301, 1.26176], [0.42442, -0.30417, 0.56997], [0.39059, -0.42520, -0.93191], [0.43938, 0.89128, -1.64583], [1.68211, 1.52282, -2.13299], [-0.83010, -1.09468, 3.19999], [0.37728, -2.46286, 3.10666], [0.90775, -0.73556, 3.19289], [-0.64893, -2.07870, 0.73340], [1.15741, 0.33580, 1.03020], [1.32399, -1.01243, -1.27933], [-0.51255, -0.95363, -1.20898], [-0.20764, 0.82482, -2.42681], [2.64033, 1.03499, -1.91957], [1.63360, 1.56656, -3.21453], [1.75607, 2.57950, -1.80912], [-2.66292, 0.84406, 0.26028], [-1.89169, 0.39525, -0.09879], [-2.47053, 0.94094, 1.19744]],
  "lowdin_charge": [-0.135, -0.195, -0.121, -0.244, -0.133, -0.135, 0.066, 0.079, 0.119, 0.100, 0.104, 0.135, 0.102, 0.091, 0.072, 0.061, 0.071, -0.056, -0.014, 0.032],
  "total_charge": 0,
  "lumo_energy_ev": 0.99,
  "smiles": "C/C=C/CNC.O",
  "mol_weight_g_mol": 103.16
}

A) wins, 116.2 kJ/mol ahead of the next structure.

A) {
  "formula": "C4H10O2",
  "method": "ωB97M-V with the def2-TZVPD basis set",
  "species": ["C", "C", "C", "C", "O", "H", "H", "H", "H", "H", "H", "H", "H", "O", "H", "H"],
  "xyz": [[-2.25462, -0.81574, 0.31759], [-1.01487, 0.02048, 0.44374], [0.22942, -0.42456, 0.27806], [1.44910, 0.41440, 0.50999], [2.37786, 0.16264, -0.53862], [-3.04584, -0.28292, -0.22070], [-2.05208, -1.75432, -0.20728], [-2.65128, -1.06409, 1.30948], [-1.15805, 1.06536, 0.72613], [0.41986, -1.46055, -0.00500], [1.89961, 0.14091, 1.47671], [1.17278, 1.47851, 0.54969], [3.17587, 0.67670, -0.36411], [0.43273, 0.70598, -2.61309], [-0.25445, 0.44915, -1.98659], [1.24902, 0.51271, -2.12623]],
  "lowdin_charge": [-0.100, -0.173, -0.128, -0.259, -0.087, 0.073, 0.077, 0.076, 0.112, 0.125, 0.121, 0.124, 0.100, -0.069, 0.004, 0.003],
  "total_charge": 0,
  "lumo_energy_ev": 0.77,
  "smiles": "C/C=C/CO.O",
  "mol_weight_g_mol": 90.12
}

B) {
  "formula": "C4H10O2",
  "method": "ωB97M-V with the def2-TZVPD basis set",
  "species": ["C", "O", "C", "C", "O", "C", "H", "H", "H", "H", "H", "H", "H", "H", "H", "H"],
  "xyz": [[2.32240, 0.22390, 0.50083], [2.21191, -0.39438, -0.71143], [1.11942, -1.06220, -0.91368], [-0.30024, 0.64797, -0.11429], [-1.18165, -0.40367, 0.22218], [-2.51406, 0.02632, 0.33237], [3.21497, 0.84613, 0.53280], [0.92719, 0.64592, 0.33095], [2.19065, -0.44689, 1.35568], [0.96690, -1.37844, -1.94066], [0.64632, -1.61118, -0.10341], [-0.50477, 1.50388, 0.55221], [-0.45877, 1.00630, -1.14145], [-2.62512, 0.81021, 1.09798], [-2.89753, 0.42456, -0.62087], [-3.11762, -0.83844, 0.62080]],
  "lowdin_charge": [-0.105, -0.153, -0.031, -0.187, -0.268, -0.132, 0.077, 0.059, 0.090, 0.106, 0.097, 0.090, 0.095, 0.086, 0.089, 0.086],
  "total_charge": 0,
  "lumo_energy_ev": [0.64, 0.64],
  "mol_weight_g_mol": 90.12
}

A) wins, 464.4 kJ/mol ahead of the next structure.

A) {
  "formula": "C4H10O2",
  "method": "ωB97M-V with the def2-TZVPD basis set",
  "species": ["C", "C", "C", "O", "H", "H", "H", "H", "H", "H", "C", "O", "H", "H", "H", "H"],
  "xyz": [[-0.01286, 1.73761, 0.70004], [-0.77119, 1.05066, -0.37672], [-1.70338, -0.03101, -0.04423], [-2.24907, 1.25322, -0.18013], [0.36616, 2.70766, 0.39103], [0.75724, 1.10078, 1.11463], [-0.89126, 1.83358, 1.43234], [-0.43369, 1.15750, -1.40124], [-1.97810, -0.73934, -0.82024], [-1.71367, -0.42860, 0.97034], [1.27211, -1.90028, -0.15988], [1.42703, -0.75238, -0.96668], [0.29819, -2.31687, -0.39646], [2.03705, -2.65126, -0.37385], [1.30191, -1.65742, 0.90657], [2.29353, -0.36387, -0.79551]],
  "lowdin_charge": [-0.050, -0.321, -0.191, -0.082, 0.077, 0.062, 0.118, 0.130, 0.110, 0.115, -0.159, -0.127, 0.076, 0.077, 0.078, 0.087],
  "total_charge": 0,
  "lumo_energy_ev": 0.81,
  "smiles": "C[C@H]1CO1.CO",
  "mol_weight_g_mol": 90.12
}

B) {
  "formula": "C4H10O2",
  "method": "ωB97M-V with the def2-TZVPD basis set",
  "species": ["C", "C", "O", "C", "C", "O", "H", "H", "H", "H", "H", "H", "H", "H", "H", "H"],
  "xyz": [[-1.99055, -0.86383, -0.22717], [-0.97198, 0.22477, -0.04223], [-1.25001, 1.37891, -0.31087], [0.34770, -0.04580, 0.70159], [1.46685, -0.74764, -0.08760], [0.78808, 1.19448, 1.19336], [-1.63235, -1.71705, -0.80958], [-2.25691, -1.22751, 0.77239], [-2.87762, -0.42818, -0.69179], [0.08753, -0.70157, 1.54684], [1.78339, -0.17353, -0.96006], [1.19319, -1.75781, -0.41127], [2.33244, -0.82948, 0.57879], [0.14968, 1.83179, 0.80767], [1.49902, 1.91487, -0.66824], [1.33153, 1.94759, -1.39185]],
  "lowdin_charge": [0.000, -0.380, 0.067, -0.393, -0.044, -0.084, 0.088, 0.094, 0.088, 0.145, 0.047, 0.079, 0.087, 0.066, 0.060, 0.079],
  "total_charge": 0,
  "lumo_energy_ev": 0.78,
  "smiles": "CC(=O)[C@@H](C)O.[H][H]",
  "mol_weight_g_mol": 90.12
}

C) {
  "formula": "C4H10O2",
  "method": "ωB97M-V with the def2-TZVPD basis set",
  "species": ["C", "O", "C", "C", "C", "O", "H", "H", "H", "H", "H", "H", "H", "H", "H", "H"],
  "xyz": [[1.95736, 0.80858, -0.56629], [0.75896, 0.22501, -1.04385], [0.40696, -0.95911, -0.34471], [-1.11242, -0.99533, -0.35652], [-1.20286, 0.62000, 1.62565], [-1.59028, 0.31751, -0.00355], [2.81534, 0.14828, -0.75159], [2.10088, 1.74048, -1.11758], [1.87905, 1.02039, 0.50788], [0.73858, -0.89267, 0.69563], [0.82976, -1.84578, -0.83699], [-1.51531, -1.22444, -1.34805], [-1.50989, -1.69050, 0.38390], [-2.12010, 0.14199, 2.02523], [-1.49686, 1.68855, 1.58734], [-0.93916, 0.89704, -0.45651]],
  "lowdin_charge": [-0.091, -0.215, -0.218, -0.156, -0.009, -0.173, 0.092, 0.091, 0.092, 0.104, 0.133, 0.131, 0.132, -0.018, -0.019, 0.123],
  "total_charge": 0,
  "lumo_energy_ev": 0.89,
  "mol_weight_g_mol": 90.12
}

D) {
  "formula": "C4H10O2",
  "method": "ωB97M-V with the def2-TZVPD basis set",
  "species": ["C", "C", "O", "C", "C", "O", "H", "H", "H", "H", "H", "H", "H", "H", "H", "H"],
  "xyz": [[-2.01546, 0.20826, 0.54657], [-0.71699, -0.38432, 0.07263], [-0.46887, -1.56296, 0.29356], [0.16601, 0.41142, -0.87269], [1.66641, -0.01533, -0.76567], [1.95212, -0.76812, 0.39555], [-2.34908, -0.30554, 1.45086], [-1.99452, 1.29011, 0.70755], [-2.72197, -0.01224, -0.26079], [0.02613, 1.49487, -0.75701], [-0.22408, 0.13564, -1.86107], [2.30548, 0.87542, -0.74287], [1.94718, -0.62074, -1.63235], [1.21223, -1.42035, 0.42818], [0.27276, 0.50098, 1.58235], [0.94265, 0.17290, 1.41518]],
  "lowdin_charge": [-0.026, -0.526, 0.032, -0.118, -0.237, -0.151, 0.092, 0.085, 0.096, 0.116, 0.128, 0.120, 0.113, 0.057, 0.104, 0.114],
  "total_charge": 0,
  "lumo_energy_ev": 0.92,
  "smiles": "CC(=O)CCO.[H][H]",
  "mol_weight_g_mol": 90.12
}

B) wins, 67.0 kJ/mol ahead of the next structure.

A) {
  "formula": "C4H10O2",
  "method": "ωB97M-V with the def2-TZVPD basis set",
  "species": ["C", "C", "C", "C", "O", "H", "H", "H", "H", "H", "H", "H", "H", "O", "H", "H"],
  "xyz": [[-1.98240, 0.61455, 0.64548], [-0.53369, 1.08067, 0.45650], [-0.25474, 2.15470, -0.64183], [0.28463, -0.12582, -0.07586], [1.28576, -0.51476, 0.64628], [-2.04094, -0.44331, 0.92745], [-2.60015, 0.94738, -0.17249], [-2.47730, 1.04041, 1.54746], [-0.03790, 1.34241, 1.41842], [-0.87768, 3.02145, -0.61870], [-0.48002, 1.58282, -1.54290], [0.66868, 2.77724, -0.48291], [0.02973, -0.71586, -0.99512], [1.27716, -2.85732, -0.82456], [0.51667, -3.04257, -0.36051], [1.71273, -1.87795, -0.60025]],
  "lowdin_charge": [-0.068, -0.371, -0.068, -0.164, -0.033, 0.081, 0.072, 0.087, 0.140, 0.057, 0.080, 0.103, 0.138, -0.121, -0.039, 0.106],
  "total_charge": 0,
  "lumo_energy_ev": 0.50,
  "smiles": "CC(C)C=O.O",
  "mol_weight_g_mol": 90.12
}

B) {
  "formula": "C4H10O2",
  "method": "ωB97M-V with the def2-TZVPD basis set",
  "species": ["C", "O", "C", "C", "C", "O", "H", "H", "H", "H", "H", "H", "H", "H", "H", "H"],
  "xyz": [[0.78233, -1.85846, 0.95765], [0.72915, -0.78396, 0.04737], [-0.57440, -0.56683, -0.48513], [-0.54944, 0.77316, -1.21111], [-0.56440, 2.02838, -0.37205], [0.67409, 1.74593, 0.93747], [0.49010, -2.80092, 0.47373], [1.81455, -1.93956, 1.30520], [0.12246, -1.68339, 1.81976], [-1.31521, -0.55351, 0.33003], [-0.82487, -1.39688, -1.16483], [0.29696, 0.75892, -1.91126], [-1.45393, 0.86105, -1.83264], [0.72013, 2.47618, 0.18856], [-1.43717, 2.02559, 0.29220], [1.08964, 0.91429, 0.62506]],
  "lowdin_charge": [-0.100, -0.240, -0.232, -0.254, -0.036, -0.072, 0.092, 0.093, 0.095, 0.128, 0.124, 0.110, 0.121, 0.063, 0.048, 0.060],
  "total_charge": 0,
  "lumo_energy_ev": 0.85,
  "mol_weight_g_mol": 90.12
}

C) {
  "formula": "C4H10O2",
  "method": "ωB97M-V with the def2-TZVPD basis set",
  "species": ["C", "O", "C", "C", "O", "C", "H", "H", "H", "H", "H", "H", "H", "H", "H", "H"],
  "xyz": [[-1.15040, 2.69789, 0.29987], [-1.08917, 1.30758, 0.47759], [0.15837, 0.76933, 0.11375], [0.05606, -0.74173, 0.24291], [1.08364, -1.31973, -0.52209], [0.98957, -2.71901, -0.57379], [-2.17237, 3.00938, 0.52938], [-0.45466, 3.22748, 0.96948], [-0.91538, 2.98218, -0.73833], [0.40617, 1.01545, -0.93131], [0.96274, 1.17169, 0.75155], [0.13337, -1.05494, 1.29632], [-0.93568, -1.04861, -0.12453], [1.83992, -3.08267, -1.15407], [1.02897, -3.17247, 0.42900], [0.05886, -3.04181, -1.06572]],
  "lowdin_charge": [-0.122, -0.191, -0.216, -0.218, -0.188, -0.122, 0.089, 0.089, 0.089, 0.131, 0.131, 0.131, 0.131, 0.088, 0.089, 0.090],
  "total_charge": 0,
  "lumo_energy_ev": 1.11,
  "smiles": "COCCOC",
  "mol_weight_g_mol": 90.12
}

C) wins, 62.4 kJ/mol ahead of the next structure.